An isolated ion of composition C9H14FN2O3 and charge +1 at a distorted geometry, computed with wB97M-V/def2-TZVPD.

Values from the calculation:
orbital gap (alpha / beta): 0.2758 / 0.3811 Ha
E_HOMO (alpha / beta): -10.112 / -14.226 eV
2S+1: 3
total charge: +1
electronic energy: -21388.71872 eV

Positions of all 29 atoms, in Å:
1 C -0.0267 -1.2437 -0.6031
2 C 2.2109 -1.3475 0.1864
3 C 2.2506 1.4367 0.5793
4 C -3.2400 0.2379 -0.6044
5 C 3.6734 0.6904 0.2664
6 C 1.2517 0.9091 -0.3105
7 C -3.7063 0.3185 0.8978
8 C -2.2465 -1.0234 -0.9438
9 C -1.9599 -1.9742 0.1721
10 N 3.4444 -0.7509 0.3679
11 N 1.1724 -0.6085 -0.2926
12 O 2.1450 -2.5871 0.5547
13 O -0.9612 -0.5107 -1.2770
14 O -0.6720 -1.9836 0.2977
15 F -2.5040 0.3972 1.6392
16 H 2.2405 1.2206 1.6761
17 H 2.3958 2.5277 0.5101
18 H -4.1838 0.1129 -1.2830
19 H -2.6446 1.0540 -1.0189
20 H 3.9750 0.9690 -0.6985
21 H 4.3780 0.9714 1.1391
22 H 0.1314 1.0887 -0.1509
23 H 1.3517 1.1009 -1.4214
24 H -4.2363 1.1858 0.9753
25 H -2.5654 -1.5155 -1.9380
26 H -2.5384 -2.9207 0.4535
27 H -4.1586 -0.5177 1.3878
28 H 4.1357 -1.2362 0.8848
29 H 1.4857 -3.1817 0.0960